[1]
{
  "formula": "C60H60N12",
  "method": "the ωB97M-V functional and the def2-TZVPD basis",
  "elements": ["C", "H", "H", "H", "H", "H", "H", "H", "H", "N", "H", "H", "C", "H", "H", "N", "C", "H", "C", "N", "H", "C", "H", "H", "C", "N", "C", "C", "C", "H", "N", "N", "C", "H", "H", "H", "C", "H", "C", "C", "H", "C", "C", "C", "H", "N", "C", "H", "C", "H", "C", "C", "H", "H", "H", "C", "H", "H", "C", "H", "N", "C", "C", "H", "H", "H", "H", "H", "C", "C", "H", "H", "H", "N", "C", "H", "C", "C", "C", "H", "C", "C", "H", "C", "C", "H", "H", "C", "H", "C", "H", "C", "C", "H", "C", "C", "C", "C", "H", "C", "H", "H", "C", "C", "N", "C", "C", "H", "C", "C", "H", "C", "H", "H", "H", "H", "H", "C", "H", "C", "H", "C", "C", "N", "C", "H", "C", "C", "C", "C", "C", "N"],
  "xyz": [[-1.35, -4.14, -3.40], [-1.46, -2.78, 5.52], [-2.05, -3.31, -3.45], [-2.28, 1.38, 5.25], [1.01, -7.24, 2.17], [0.58, -5.31, 3.75], [1.42, 5.22, -3.46], [1.88, 2.62, 4.61], [1.61, -1.50, -8.11], [-3.03, 4.02, 0.63], [4.26, 1.46, -7.48], [-3.81, 2.10, 0.95], [0.31, 3.39, 3.30], [1.97, -4.66, -3.86], [-0.90, -4.93, -0.87], [-0.45, -4.18, 2.38], [2.61, -0.01, 3.24], [3.04, 7.04, -0.78], [4.76, -5.19, -0.86], [3.62, 5.13, -0.30], [-2.92, -0.93, 8.86], [-2.62, -0.79, 7.84], [-5.01, -0.32, 0.53], [0.38, -0.46, -2.49], [-3.26, -0.73, -2.35], [2.98, -0.04, -7.86], [0.59, -1.23, -0.50], [0.17, -0.97, 0.81], [-0.52, 2.71, -4.74], [-1.06, 1.82, -4.45], [2.95, -3.80, -0.08], [-0.47, 0.84, -1.14], [-4.76, -0.32, -0.52], [1.10, 4.11, 6.49], [-2.83, -5.70, -3.34], [2.96, -4.68, -1.92], [-0.03, -3.84, -3.68], [0.71, 6.66, -0.66], [-1.15, 4.94, 4.33], [-0.71, -5.11, 0.18], [5.13, -2.02, 3.21], [-4.01, 3.15, 0.76], [0.39, -6.15, -3.69], [3.62, -2.06, 4.79], [-2.23, -0.89, -2.66], [-0.91, -6.45, -3.59], [3.16, 3.89, -0.04], [0.46, 2.80, 2.41], [2.70, 6.05, -0.54], [0.42, 3.06, -2.79], [1.01, 3.25, 4.49], [-1.78, -5.45, -3.36], [-2.72, -0.67, -0.23], [-0.02, 4.86, -7.31], [-3.23, 1.29, 7.52], [2.28, -0.06, -5.16], [1.13, -2.14, -0.73], [3.95, 3.18, 0.19], [0.52, 4.02, 5.57], [6.44, -5.40, 0.41], [-4.21, -0.66, -3.27], [4.25, -1.59, 3.65], [-3.40, 5.30, 0.41], [-0.17, 4.17, -0.41], [-1.43, -3.20, 0.85], [-1.13, 2.72, -6.77], [0.38, -1.67, 1.61], [2.04, 0.01, -4.11], [1.99, -0.42, 4.41], [-0.01, 4.47, -6.31], [0.24, -6.93, -0.17], [-6.26, -0.12, -3.49], [-6.18, 2.82, 1.04], [-0.52, 4.83, 5.51], [-0.04, -6.23, 0.62], [0.66, -1.40, -5.79], [-0.65, 3.31, -5.99], [0.85, 4.49, -0.26], [5.43, -5.02, 0.32], [-1.30, 2.04, 0.30], [-3.50, -0.60, -0.98], [1.54, -0.84, -6.07], [-4.97, 6.75, 0.09], [-5.75, -0.11, -1.49], [3.59, 0.77, -6.99], [2.13, 0.71, 2.59], [-1.34, -0.65, 4.23], [3.27, 0.77, -5.63], [-1.89, 5.73, 4.20], [2.47, -1.44, 5.21], [-6.69, 0.34, -1.20], [2.06, -0.88, -7.34], [-5.38, 3.48, 0.76], [1.98, -1.72, 6.13], [0.26, 3.39, -3.81], [1.83, 3.55, 0.08], [-0.80, 1.10, 0.12], [3.61, -3.67, 1.10], [3.18, -3.03, 1.85], [0.88, 4.61, -4.17], [-6.75, 5.10, 0.61], [0.32, -2.81, -3.76], [-0.89, -4.10, 1.12], [-5.43, -0.31, -2.82], [-2.05, -1.86, 7.27], [3.50, -4.60, -0.99], [0.91, -4.86, -3.73], [5.44, -4.06, 2.18], [-2.27, 0.46, 5.83], [0.23, -0.25, -1.44], [1.49, 2.56, 0.36], [0.15, -5.31, 2.75], [5.12, -5.73, -1.73], [3.61, 1.53, -4.93], [-2.57, 5.98, 0.23], [1.03, -7.02, -3.81], [-1.19, 4.53, 2.24], [-0.69, 4.34, 3.18], [4.06, -2.93, 5.26], [0.40, -6.38, 1.92], [1.07, 0.05, 4.73], [-1.67, -0.64, 5.26], [-4.70, 5.72, 0.28], [0.71, 5.11, -5.38], [1.32, 5.77, -0.49], [-0.64, 0.41, 2.18], [-0.49, 0.18, 1.13], [-5.71, 4.80, 0.56], [4.82, -4.31, 1.33], [-1.69, -1.84, 6.00], [-2.76, 0.40, 7.12], [3.71, -0.66, 2.85]],
  "de_lowest_kj_mol": 212.9,
  "lumo_ev": 0.355,
  "mol_weight_g_mol": 949.2,
  "gap_ev": 9.52,
  "smiles": "c1ccncc1.c1ccncc1.c1ccncc1.c1ccncc1.c1ccncc1.c1ccncc1.c1ccncc1.c1ccncc1.c1ccncc1.c1ccncc1.c1ccncc1.c1ccncc1",
  "multiplicity": 1,
  "e_tot_ha": -2979.29157
}


[2]
{
  "formula": "C15H26GdN16O2S",
  "method": "the ωB97M-V functional and the def2-TZVPD basis",
  "elements": ["N", "H", "N", "N", "H", "C", "H", "N", "C", "O", "H", "H", "N", "N", "O", "H", "H", "N", "H", "H", "C", "N", "N", "C", "H", "C", "H", "H", "H", "H", "C", "H", "N", "H", "N", "C", "C", "C", "N", "H", "H", "C", "N", "H", "C", "C", "C", "H", "Gd", "H", "C", "S", "N", "H", "C", "H", "N", "H", "N", "H", "H"],
  "xyz": [[2.10, -0.30, 3.31], [2.69, 0.42, -2.82], [1.48, -2.15, -0.12], [2.09, -1.46, -3.08], [0.07, -2.31, 2.58], [-1.57, 2.72, -0.19], [1.38, -0.70, 4.98], [1.28, -3.17, -0.98], [2.47, -2.61, 0.68], [-1.79, -0.06, 0.47], [-2.43, 0.25, 5.84], [1.48, -3.73, -4.05], [2.08, -4.13, -0.71], [2.99, -1.90, 1.75], [-2.97, 0.81, 2.15], [-1.03, -2.92, 4.44], [-3.27, -1.79, 6.18], [1.43, 0.83, 3.13], [-3.47, -1.30, 3.58], [-2.64, -3.56, 4.74], [-2.60, -1.92, 3.35], [1.32, 1.10, 1.88], [2.35, -0.35, -2.24], [-0.54, 3.27, 0.57], [3.46, -2.45, 2.46], [-1.30, 2.16, -1.43], [-0.22, -3.51, -3.91], [-2.58, 2.76, 0.18], [0.40, -1.91, 5.77], [-1.00, -2.53, 1.36], [0.01, 2.12, -1.91], [-0.76, 3.73, 1.52], [-0.25, 1.19, 5.24], [-2.93, -2.67, 2.62], [1.98, 0.17, 1.16], [1.05, 2.66, -1.14], [-2.07, -2.64, 4.60], [-0.49, -0.10, 5.50], [-1.73, -0.47, 5.84], [1.56, 3.70, 0.67], [-1.02, -0.42, 3.38], [-1.54, -1.04, 2.65], [0.71, -3.11, -3.89], [0.20, 1.77, -2.92], [0.84, -1.99, -3.18], [-2.20, 0.01, 1.67], [-2.21, -1.84, 5.92], [-2.11, 1.79, -2.04], [0.21, -0.14, -0.19], [-1.02, 1.82, 5.17], [2.41, -0.71, 2.09], [-0.52, -1.12, -2.71], [2.84, -3.83, 0.33], [0.57, 1.37, 4.64], [0.77, 3.24, 0.09], [-1.69, -2.37, 6.72], [-0.53, -1.81, 1.91], [3.10, -0.59, -1.58], [0.52, -0.96, 5.47], [2.06, 2.71, -1.54], [2.87, -2.08, -3.27]],
  "charge": 1,
  "de_lowest_kj_mol": 43.2,
  "lumo_ev": [-2.081, -5.987],
  "mol_weight_g_mol": 651.8,
  "gap_ev": [9.14, 5.23],
  "s_squared": 16.027,
  "multiplicity": 8,
  "e_tot_ha": -2777.51517
}


[3]
{
  "formula": "C7H6O6SSn",
  "method": "the ωB97M-V functional and the def2-TZVPD basis",
  "elements": ["O", "H", "C", "O", "S", "H", "C", "H", "O", "C", "O", "C", "Sn", "H", "H", "O", "C", "O", "C", "C", "H"],
  "xyz": [[3.18, 2.29, -1.47], [-0.76, -1.47, 3.61], [1.87, -1.99, -1.70], [0.19, -0.04, 0.56], [-0.95, -0.17, 1.66], [-0.08, -2.32, 2.17], [-0.63, 1.35, 2.56], [-1.20, 1.29, 3.49], [-2.56, -2.19, -1.42], [0.28, 0.01, -4.59], [-1.98, 2.83, -1.44], [-1.68, -1.53, -1.74], [0.30, 0.01, -1.50], [0.45, 1.43, 2.77], [0.86, -1.00, 2.98], [0.25, 0.00, -5.72], [-1.25, 1.99, -1.72], [2.53, -2.90, -1.48], [2.30, 1.58, -1.67], [-0.15, -1.36, 2.71], [-0.97, 2.19, 1.94]],
  "charge": 2,
  "lumo_ev": -7.873,
  "mol_weight_g_mol": 336.9,
  "gap_ev": 8.62,
  "multiplicity": 1,
  "e_tot_ha": -1333.55479
}


[4]
{
  "formula": "C3H9N2S",
  "method": "the ωB97M-V functional and the def2-TZVPD basis",
  "elements": ["H", "N", "H", "C", "H", "H", "S", "C", "H", "H", "C", "H", "H", "H", "N"],
  "xyz": [[-0.91, -1.58, 1.03], [2.40, 0.66, -1.19], [-2.39, -0.50, -0.64], [-0.82, -0.52, 0.78], [-2.07, 1.11, 0.04], [2.20, -0.92, 0.23], [-3.61, -0.34, 1.47], [-2.16, 0.02, 0.35], [-0.53, -0.04, 1.67], [1.73, 0.75, 0.85], [1.65, 0.07, 0.03], [0.14, -0.50, -1.16], [1.92, 0.27, -2.02], [2.20, 1.65, -1.27], [0.25, -0.12, -0.17]],
  "charge": -1,
  "de_lowest_kj_mol": 125.7,
  "lumo_ev": 3.796,
  "mol_weight_g_mol": 105.2,
  "gap_ev": 6.11,
  "smiles": "NCNCC[S-]",
  "multiplicity": 1,
  "e_tot_ha": -627.39264
}


[5]
{
  "formula": "C26H28CuN2S2Si",
  "method": "the ωB97M-V functional and the def2-TZVPD basis",
  "elements": ["C", "H", "H", "H", "S", "H", "S", "C", "C", "H", "C", "C", "H", "C", "H", "H", "C", "H", "H", "H", "H", "C", "H", "C", "H", "H", "N", "N", "Si", "H", "C", "H", "C", "C", "C", "C", "C", "C", "H", "H", "H", "H", "H", "C", "C", "C", "C", "H", "C", "C", "C", "C", "C", "Cu", "H", "H", "C", "H", "H", "H"],
  "xyz": [[0.83, -2.16, 5.79], [-3.07, -3.50, -4.88], [0.38, -2.89, 2.84], [0.15, 3.13, 1.24], [-1.95, -2.64, 5.48], [-4.41, 0.80, 3.49], [-3.44, 2.67, 2.13], [4.46, 0.78, -2.99], [-2.47, -0.26, -3.86], [1.56, -1.36, 5.76], [-1.92, -0.49, 4.03], [0.79, -2.14, 2.18], [0.17, -2.92, 0.17], [-1.29, -2.80, -3.84], [5.56, 0.78, -3.14], [0.65, -2.45, 6.84], [-1.72, 2.44, 1.92], [-3.87, -1.49, 4.32], [-0.67, 0.77, -1.39], [-2.93, 0.73, -3.90], [-1.25, 3.83, 0.39], [1.40, -1.07, 0.26], [4.05, -0.38, -4.76], [1.99, -0.34, 1.34], [1.18, -3.05, 5.24], [0.39, -1.86, -2.86], [-1.25, 1.35, 2.51], [-0.62, -0.64, 4.48], [-0.22, 1.31, -2.75], [1.59, -0.24, -4.55], [-2.26, 0.64, 3.19], [-0.52, 1.81, -4.11], [-0.09, 2.96, -1.62], [-0.87, 3.51, 1.36], [-3.51, 1.21, 3.05], [0.66, -2.15, 0.77], [-0.45, -1.70, 5.20], [1.63, 0.90, -2.72], [2.08, -0.91, 3.53], [0.41, 3.60, -2.35], [4.51, 1.93, -1.17], [2.82, 0.37, 1.28], [1.60, -0.86, -0.79], [-1.18, -0.40, -3.30], [1.61, -1.04, 2.56], [2.22, 0.22, -3.78], [2.50, 1.41, -1.73], [0.60, 2.95, -0.76], [3.62, 0.15, -3.92], [-0.61, -1.68, -3.29], [-3.14, -1.36, -4.43], [3.89, 1.41, -1.91], [-2.55, -2.64, -4.43], [0.49, 0.65, 2.16], [-4.12, -1.24, -4.91], [-0.85, 4.38, 2.03], [-2.80, -1.47, 4.53], [-0.83, -3.79, -3.81], [2.11, 1.81, -0.78], [-1.04, 3.41, -1.35]],
  "lumo_ev": [-0.004, -1.770],
  "mol_weight_g_mol": 524.3,
  "gap_ev": [6.57, 4.78],
  "s_squared": 0.757,
  "multiplicity": 2,
  "e_tot_ha": -3843.23350
}


[6]
{
  "formula": "C31H62Al2F3N3O9S",
  "method": "the ωB97M-V functional and the def2-TZVPD basis",
  "elements": ["H", "C", "H", "H", "C", "H", "H", "H", "C", "H", "H", "H", "S", "H", "H", "H", "C", "H", "H", "C", "O", "O", "H", "H", "Al", "C", "C", "C", "H", "H", "O", "F", "O", "C", "C", "H", "O", "H", "H", "H", "C", "N", "H", "H", "F", "H", "H", "H", "C", "H", "H", "C", "C", "N", "F", "H", "Al", "C", "C", "H", "C", "H", "C", "H", "H", "C", "H", "H", "O", "H", "H", "H", "C", "H", "H", "H", "C", "C", "C", "H", "H", "H", "H", "O", "H", "O", "H", "N", "H", "H", "C", "C", "H", "C", "H", "H", "H", "C", "H", "C", "O", "H", "H", "C", "C", "H", "H", "H", "H", "H", "C"],
  "xyz": [[5.71, 2.27, 3.36], [-1.73, 5.41, 0.92], [-0.46, -4.35, -6.87], [-4.58, -0.19, -1.26], [-4.14, -2.34, -2.01], [-0.43, 4.30, 2.95], [5.14, 1.34, -1.24], [-2.60, 2.98, 2.16], [-4.78, -2.64, 2.20], [7.17, -2.32, -0.26], [-5.69, -4.51, 1.97], [4.01, -0.69, -0.85], [0.28, -0.98, 1.06], [-1.11, 3.55, -2.15], [-4.16, -3.33, -2.49], [0.55, -2.99, -6.92], [4.75, 0.73, 2.12], [0.77, 3.11, -2.96], [7.67, -0.86, 0.60], [-6.28, -0.59, 1.90], [4.79, -1.43, 2.93], [0.54, 0.10, 0.03], [0.15, 5.41, -2.33], [2.65, 0.14, 2.66], [1.38, -2.19, 2.99], [5.42, -1.45, 0.69], [1.77, 3.91, 0.35], [-4.89, -1.26, 1.65], [6.43, 1.02, -0.07], [-7.45, -2.27, -0.65], [-0.61, -2.20, -2.63], [0.15, -5.19, -1.94], [-1.41, 3.27, -1.26], [-3.75, -0.27, 2.06], [-5.15, -2.43, -0.77], [2.24, 2.98, -2.10], [-4.26, -0.29, -0.35], [0.54, 6.19, -0.78], [-1.13, -2.84, -7.51], [3.61, 0.32, 4.13], [-0.85, -2.83, -5.30], [-0.53, 3.75, -0.35], [1.98, 4.53, 2.44], [-1.77, 1.97, 1.10], [1.39, -3.59, -1.20], [7.33, -2.33, 1.52], [-6.75, -3.11, -2.07], [4.80, -3.22, -0.27], [3.50, 0.68, 3.12], [-3.07, 3.08, 0.44], [-6.32, -0.39, 2.97], [-5.63, -3.62, 1.36], [-0.02, -3.16, -3.10], [-4.80, -1.38, 0.13], [1.87, -4.54, -3.03], [-3.47, -0.63, 3.05], [-0.79, -0.49, -0.84], [0.83, 5.41, -1.47], [5.05, -0.58, -0.56], [-0.96, 6.18, 0.87], [0.85, 4.01, -0.85], [-2.18, 5.60, 1.91], [6.01, 1.31, 2.88], [-6.28, 0.41, 1.43], [5.04, -3.53, 1.42], [1.16, 2.97, -1.97], [-7.17, -1.18, 1.65], [6.34, 0.61, 3.67], [1.26, -2.00, 1.05], [-0.64, -1.80, -5.06], [2.72, 4.30, -0.03], [-5.14, -2.59, 3.24], [-5.07, -3.83, -0.04], [-3.74, -2.97, 2.30], [0.14, 2.87, 2.23], [1.81, 5.72, -1.80], [-2.24, 2.95, 1.12], [4.65, -2.78, 0.72], [0.86, -4.15, -2.34], [-3.11, -2.05, -1.73], [1.22, 5.66, 1.45], [5.18, -2.28, 2.66], [5.61, -0.90, -1.44], [-0.05, -3.57, -4.36], [0.92, 1.98, -1.54], [0.16, -0.57, 2.43], [-6.67, -3.27, 1.26], [4.98, -0.74, 1.84], [-2.79, -0.26, 1.54], [6.81, 1.55, 2.17], [5.37, 0.84, -0.30], [-1.12, 4.05, 0.95], [-5.70, -4.47, -0.71], [7.02, -1.74, 0.66], [4.75, 2.51, 1.00], [1.87, 2.84, 0.54], [-4.06, -4.25, -0.06], [-6.62, -2.26, -1.39], [-6.61, -1.26, -1.82], [1.28, 4.58, 1.62], [-1.06, -1.47, 0.46], [-4.04, 0.78, 2.18], [3.18, 1.72, 3.12], [-0.47, -3.28, -6.75], [4.49, 1.46, 0.80], [-1.89, -3.07, -5.04], [3.42, 1.37, 0.54], [-2.55, 5.52, 0.19], [3.57, -2.72, 0.89], [-4.35, -1.65, -2.86], [-0.03, 3.93, 2.00]],
  "charge": 4,
  "lumo_ev": -14.588,
  "mol_weight_g_mol": 763.9,
  "gap_ev": 1.86,
  "multiplicity": 1,
  "e_tot_ha": -3240.71503
}


Copy entry 5 word for word.
{
  "formula": "C26H28CuN2S2Si",
  "method": "the ωB97M-V functional and the def2-TZVPD basis",
  "elements": ["C", "H", "H", "H", "S", "H", "S", "C", "C", "H", "C", "C", "H", "C", "H", "H", "C", "H", "H", "H", "H", "C", "H", "C", "H", "H", "N", "N", "Si", "H", "C", "H", "C", "C", "C", "C", "C", "C", "H", "H", "H", "H", "H", "C", "C", "C", "C", "H", "C", "C", "C", "C", "C", "Cu", "H", "H", "C", "H", "H", "H"],
  "xyz": [[0.83, -2.16, 5.79], [-3.07, -3.50, -4.88], [0.38, -2.89, 2.84], [0.15, 3.13, 1.24], [-1.95, -2.64, 5.48], [-4.41, 0.80, 3.49], [-3.44, 2.67, 2.13], [4.46, 0.78, -2.99], [-2.47, -0.26, -3.86], [1.56, -1.36, 5.76], [-1.92, -0.49, 4.03], [0.79, -2.14, 2.18], [0.17, -2.92, 0.17], [-1.29, -2.80, -3.84], [5.56, 0.78, -3.14], [0.65, -2.45, 6.84], [-1.72, 2.44, 1.92], [-3.87, -1.49, 4.32], [-0.67, 0.77, -1.39], [-2.93, 0.73, -3.90], [-1.25, 3.83, 0.39], [1.40, -1.07, 0.26], [4.05, -0.38, -4.76], [1.99, -0.34, 1.34], [1.18, -3.05, 5.24], [0.39, -1.86, -2.86], [-1.25, 1.35, 2.51], [-0.62, -0.64, 4.48], [-0.22, 1.31, -2.75], [1.59, -0.24, -4.55], [-2.26, 0.64, 3.19], [-0.52, 1.81, -4.11], [-0.09, 2.96, -1.62], [-0.87, 3.51, 1.36], [-3.51, 1.21, 3.05], [0.66, -2.15, 0.77], [-0.45, -1.70, 5.20], [1.63, 0.90, -2.72], [2.08, -0.91, 3.53], [0.41, 3.60, -2.35], [4.51, 1.93, -1.17], [2.82, 0.37, 1.28], [1.60, -0.86, -0.79], [-1.18, -0.40, -3.30], [1.61, -1.04, 2.56], [2.22, 0.22, -3.78], [2.50, 1.41, -1.73], [0.60, 2.95, -0.76], [3.62, 0.15, -3.92], [-0.61, -1.68, -3.29], [-3.14, -1.36, -4.43], [3.89, 1.41, -1.91], [-2.55, -2.64, -4.43], [0.49, 0.65, 2.16], [-4.12, -1.24, -4.91], [-0.85, 4.38, 2.03], [-2.80, -1.47, 4.53], [-0.83, -3.79, -3.81], [2.11, 1.81, -0.78], [-1.04, 3.41, -1.35]],
  "lumo_ev": [-0.004, -1.770],
  "mol_weight_g_mol": 524.3,
  "gap_ev": [6.57, 4.78],
  "s_squared": 0.757,
  "multiplicity": 2,
  "e_tot_ha": -3843.23350
}